{
  "formula": "C20H50O10",
  "method": "ωB97M-V/def2-TZVPD",
  "e_above_lowest_ev": 6.502,
  "charge": 0,
  "species": ["C", "O", "C", "C", "O", "C", "H", "H", "H", "H", "H", "H", "H", "H", "H", "H", "C", "O", "C", "C", "O", "C", "H", "H", "H", "H", "H", "H", "H", "H", "H", "H", "C", "O", "C", "C", "O", "C", "H", "H", "H", "H", "H", "H", "H", "H", "H", "H", "C", "O", "C", "C", "O", "C", "H", "H", "H", "H", "H", "H", "H", "H", "H", "H", "C", "O", "C", "C", "O", "C", "H", "H", "H", "H", "H", "H", "H", "H", "H", "H"],
  "coordinates": [[2.017, -0.897, -1.102], [0.885, -1.540, -0.502], [0.222, -0.884, 0.570], [-0.414, 0.462, 0.142], [-1.644, 0.362, -0.657], [-1.560, 0.257, -2.090], [2.817, -0.676, -0.397], [1.736, 0.036, -1.591], [2.367, -1.681, -1.774], [0.930, -0.596, 1.347], [-0.557, -1.536, 0.966], [0.318, 1.045, -0.417], [-0.721, 1.066, 0.996], [-2.543, 0.138, -2.543], [-0.902, -0.535, -2.449], [-1.302, 1.213, -2.546], [-2.239, 0.767, 4.166], [-1.363, 0.600, 5.247], [-1.118, 1.727, 6.036], [-0.356, 2.851, 5.247], [0.904, 2.303, 4.942], [1.845, 3.178, 4.387], [-2.482, -0.166, 3.656], [-2.038, 1.560, 3.447], [-3.221, 0.968, 4.593], [-0.545, 1.424, 6.912], [-2.028, 2.166, 6.446], [-0.263, 3.765, 5.834], [-0.775, 3.147, 4.285], [2.258, 3.752, 5.217], [1.311, 3.841, 3.706], [2.594, 2.489, 3.997], [6.276, 0.070, -3.915], [6.621, -1.339, -3.810], [6.011, -2.190, -4.769], [4.568, -1.902, -5.218], [3.682, -2.101, -4.112], [2.347, -1.819, -4.651], [5.315, 0.344, -4.350], [7.069, 0.556, -4.484], [6.380, 0.544, -2.939], [6.091, -3.244, -4.505], [6.551, -2.043, -5.704], [4.170, -2.584, -5.969], [4.506, -0.966, -5.773], [1.564, -2.200, -3.995], [2.021, -2.128, -5.644], [2.233, -0.736, -4.610], [-3.286, 2.662, 0.441], [-4.485, 3.522, 0.373], [-4.138, 4.867, -0.055], [-5.230, 5.926, 0.458], [-6.409, 5.286, 0.906], [-7.503, 6.171, 1.126], [-2.569, 3.081, 1.146], [-2.588, 2.740, -0.393], [-3.310, 1.613, 0.737], [-4.060, 4.878, -1.142], [-3.121, 5.106, 0.256], [-5.480, 6.541, -0.406], [-4.881, 6.539, 1.289], [-7.229, 6.939, 1.850], [-8.433, 5.713, 1.463], [-7.702, 6.554, 0.125], [1.828, -4.125, 1.975], [1.317, -5.254, 1.174], [1.403, -5.047, -0.262], [1.071, -6.348, -0.857], [-0.192, -6.881, -0.214], [-1.348, -6.487, -0.933], [2.301, -4.379, 2.923], [0.943, -3.571, 2.289], [2.495, -3.488, 1.394], [2.361, -4.710, -0.658], [0.673, -4.299, -0.572], [1.960, -6.909, -0.569], [1.044, -6.457, -1.941], [-1.338, -5.397, -0.954], [-2.316, -6.868, -0.608], [-1.320, -6.785, -1.981]],
  "lowdin_charge": [-0.079, -0.218, -0.183, -0.152, -0.224, -0.093, 0.091, 0.076, 0.076, 0.121, 0.129, 0.107, 0.109, 0.084, 0.078, 0.077, -0.112, -0.168, -0.184, -0.197, -0.215, -0.104, 0.091, 0.068, 0.087, 0.128, 0.115, 0.120, 0.105, 0.085, 0.085, 0.094, -0.079, -0.168, -0.192, -0.246, -0.172, -0.101, 0.075, 0.081, 0.084, 0.127, 0.116, 0.117, 0.111, 0.075, 0.086, 0.085, -0.092, -0.177, -0.154, -0.177, -0.206, -0.097, 0.062, 0.071, 0.079, 0.109, 0.103, 0.108, 0.114, 0.084, 0.086, 0.083, -0.061, -0.173, -0.236, -0.158, -0.180, -0.129, 0.078, 0.074, 0.076, 0.127, 0.107, 0.121, 0.123, 0.077, 0.086, 0.073]
}



{
  "formula": "C20H51N11O23Si",
  "method": "ωB97M-V/def2-TZVPD",
  "charge": 0,
  "species": ["C", "C", "C", "O", "C", "O", "N", "C", "C", "C", "O", "Si", "C", "C", "C", "H", "H", "H", "H", "H", "H", "H", "H", "H", "H", "H", "H", "H", "H", "H", "H", "H", "H", "H", "H", "H", "C", "N", "O", "O", "H", "H", "H", "C", "N", "O", "O", "H", "H", "H", "C", "N", "O", "O", "H", "H", "H", "C", "N", "O", "O", "H", "H", "H", "C", "N", "O", "O", "H", "H", "H", "C", "N", "O", "O", "H", "H", "H", "C", "N", "O", "O", "H", "H", "H", "C", "N", "O", "O", "H", "H", "H", "C", "N", "O", "O", "H", "H", "H", "C", "N", "O", "O", "H", "H", "H"],
  "coordinates": [[-0.811, 4.318, 0.122], [0.000, 5.308, -0.156], [1.391, 4.901, -0.714], [1.219, 3.879, -1.694], [0.699, 4.361, -2.837], [0.853, 5.480, -3.163], [-0.004, 3.471, -3.684], [-1.127, 4.308, -4.231], [-0.668, 2.397, -2.913], [0.241, 1.210, -2.521], [-0.311, 0.614, -1.341], [0.793, 0.172, -0.142], [-0.238, -0.009, 1.446], [2.119, 1.448, 0.250], [1.590, -1.528, -0.443], [-0.387, 3.328, 0.302], [-1.901, 4.410, 0.189], [-0.311, 6.332, 0.036], [2.006, 5.744, -1.033], [1.929, 4.435, 0.122], [-1.925, 3.682, -4.641], [-0.792, 4.982, -5.017], [-1.568, 4.850, -3.382], [-1.076, 2.794, -1.967], [-1.529, 1.976, -3.439], [0.137, 0.458, -3.326], [1.310, 1.451, -2.467], [0.395, -0.101, 2.335], [-0.985, -0.807, 1.367], [-0.787, 0.944, 1.549], [2.732, 1.703, -0.625], [1.620, 2.366, 0.586], [2.810, 1.144, 1.045], [1.155, -2.030, -1.315], [1.360, -2.171, 0.419], [2.684, -1.460, -0.474], [3.541, 7.339, 2.222], [3.352, 5.872, 2.049], [4.245, 5.252, 1.509], [2.312, 5.401, 2.462], [4.504, 7.615, 1.808], [2.733, 7.837, 1.692], [3.500, 7.552, 3.287], [1.494, -4.890, -3.239], [0.514, -4.959, -2.122], [0.925, -4.734, -1.001], [-0.634, -5.237, -2.412], [2.465, -4.635, -2.832], [1.519, -5.866, -3.715], [1.151, -4.124, -3.931], [4.716, -6.653, -0.512], [4.791, -6.557, -1.996], [5.801, -6.098, -2.483], [3.821, -6.950, -2.622], [5.641, -6.270, -0.094], [3.867, -6.057, -0.186], [4.579, -7.701, -0.259], [2.810, -10.382, -2.746], [3.074, -10.481, -1.285], [3.564, -11.509, -0.865], [2.775, -9.514, -0.607], [3.119, -11.306, -3.218], [1.745, -10.222, -2.872], [3.382, -9.540, -3.126], [-0.114, -13.108, -0.722], [-0.055, -13.008, -2.207], [0.958, -12.541, -2.698], [-1.021, -13.399, -2.824], [0.814, -12.724, -0.310], [-0.962, -12.516, -0.389], [-0.246, -14.157, -0.471], [-4.175, 1.371, -0.329], [-4.397, 2.329, 0.790], [-5.214, 2.035, 1.639], [-3.735, 3.352, 0.781], [-4.828, 0.518, -0.184], [-4.411, 1.886, -1.253], [-3.131, 1.072, -0.302], [1.412, 5.367, 6.064], [1.199, 6.806, 6.384], [0.979, 7.101, 7.541], [1.260, 7.590, 5.455], [1.331, 4.791, 6.978], [0.648, 5.072, 5.353], [2.405, 5.272, 5.634], [-5.631, 5.788, 2.166], [-6.733, 6.784, 2.063], [-7.576, 6.603, 1.208], [-6.709, 7.711, 2.848], [-5.778, 5.023, 1.414], [-4.696, 6.316, 2.002], [-5.670, 5.359, 3.164], [-2.337, -1.671, -3.232], [-3.432, -0.670, -3.365], [-4.271, -0.858, -4.218], [-3.404, 0.276, -2.596], [-2.489, -2.449, -3.972], [-1.398, -1.150, -3.399], [-2.385, -2.078, -2.226], [-2.365, 4.033, 5.945], [-1.587, 2.771, 6.092], [-2.206, 1.730, 6.117], [-0.377, 2.878, 6.177], [-3.419, 3.785, 5.882], [-2.162, 4.647, 6.819], [-2.026, 4.522, 5.035]],
  "lowdin_charge": [0.007, -0.106, -0.164, -0.013, -0.583, 0.138, -0.032, -0.044, -0.155, -0.224, -0.233, 0.450, -0.162, -0.149, -0.156, 0.063, 0.049, 0.105, 0.123, 0.087, 0.086, 0.090, 0.100, 0.112, 0.106, 0.106, 0.108, 0.036, 0.031, 0.019, 0.039, 0.013, 0.047, 0.009, 0.031, 0.031, 0.054, -0.447, 0.071, 0.047, 0.095, 0.103, 0.095, 0.038, -0.443, 0.053, 0.055, 0.084, 0.097, 0.098, 0.056, -0.435, 0.079, 0.029, 0.096, 0.101, 0.085, 0.029, -0.437, 0.066, 0.041, 0.089, 0.092, 0.086, 0.055, -0.433, 0.043, 0.080, 0.088, 0.103, 0.102, 0.033, -0.425, 0.075, 0.026, 0.101, 0.096, 0.088, 0.036, -0.448, 0.068, 0.048, 0.089, 0.080, 0.099, 0.037, -0.453, 0.067, 0.057, 0.073, 0.100, 0.099, 0.061, -0.416, 0.092, 0.022, 0.097, 0.080, 0.108, 0.049, -0.441, 0.083, 0.044, 0.094, 0.103, 0.098]
}



| no. | HOMO-LUMO gap (eV) | molecular weight (g/mol) | E_HOMO (eV) |
| --- | --- | --- | --- |
| 1 | 9.694 | 450.61 | -9.19 |
| 2 | 9.432 | 841.77 | -9.64 |